No. 1
102
Properties=species:S:1:pos:R:3 method="wB97M-V/def2-TZVPD" homo_lumo_gap_ev=6.526 energy_ev=-98529.668 e_lumo_ha=-0.1556 charge=+1
F 6.077 -4.527 -0.432
C 6.691 -4.669 -1.772
F 8.135 -4.271 -1.628
F 6.088 -3.598 -2.650
C 6.584 -6.176 -2.415
F 7.262 -6.092 -3.762
F 7.286 -7.234 -1.654
C 4.987 -6.549 -2.744
C 4.246 -7.360 -1.563
C 2.785 -6.894 -1.070
C 2.122 -5.571 -1.737
C 1.257 -6.021 -3.055
N 0.366 -4.941 -3.628
C 0.489 -3.623 -2.897
C 0.501 -3.733 -1.261
N 1.120 -5.001 -0.714
H 4.510 -5.556 -3.117
H 5.047 -7.266 -3.696
H 4.165 -8.500 -1.906
H 4.958 -7.392 -0.605
H 2.011 -7.789 -1.226
H 2.838 -6.713 0.108
H 2.890 -4.691 -1.943
H 0.530 -6.893 -2.691
H 1.935 -6.523 -3.900
H -0.628 -5.252 -3.498
H -0.340 -2.853 -3.259
H 1.538 -3.158 -3.208
H 1.105 -2.792 -0.853
H -0.602 -3.670 -0.850
H 1.553 -4.910 0.232
H 0.352 -5.732 -0.660
C 3.228 -0.553 0.827
C 4.241 0.289 1.041
C 4.150 1.724 0.652
O 5.090 2.478 0.879
C 2.916 2.183 -0.004
C 1.904 1.340 -0.221
C 1.985 -0.088 0.193
O 1.032 -0.834 -0.004
O 0.743 1.764 -0.840
O 5.413 -0.141 1.635
H 3.280 -1.597 1.107
H 2.870 3.224 -0.298
H 0.164 0.971 -0.881
H 5.989 0.653 1.681
C -3.497 3.261 -2.800
C -4.491 3.940 -2.225
C -4.288 4.673 -0.945
O -5.215 5.304 -0.450
C -2.960 4.604 -0.314
C -1.967 3.922 -0.888
C -2.163 3.212 -2.182
O -1.226 2.609 -2.694
O -0.718 3.851 -0.300
O -5.748 3.988 -2.799
H -3.630 2.725 -3.732
H -2.831 5.126 0.625
H -0.174 3.303 -0.907
H -6.290 4.541 -2.195
C -8.570 3.087 1.909
C -8.719 2.156 2.853
C -8.136 0.795 2.697
O -8.274 -0.033 3.590
C -7.410 0.495 1.453
C -7.264 1.425 0.507
C -7.823 2.794 0.676
O -7.657 3.633 -0.203
O -6.585 1.149 -0.666
O -9.422 2.424 4.014
H -8.987 4.081 2.010
H -7.006 -0.503 1.344
H -6.615 1.981 -1.186
H -9.387 1.593 4.537
C -7.641 9.183 -0.017
C -7.732 7.858 0.114
C -8.234 7.237 1.372
O -8.324 6.017 1.456
C -8.602 8.130 2.482
C -8.507 9.455 2.352
C -8.032 10.076 1.085
O -7.974 11.297 0.989
O -8.849 10.300 3.392
O -7.365 7.012 -0.916
H -7.281 9.647 -0.926
H -8.947 7.665 3.396
H -8.695 11.208 3.051
H -7.524 6.104 -0.577
C 9.010 -3.300 1.565
C 8.016 -2.621 2.140
C 8.219 -1.888 3.420
O 7.291 -1.257 3.915
C 9.546 -1.957 4.051
C 10.539 -2.639 3.477
C 10.344 -3.348 2.183
O 11.281 -3.952 1.671
O 11.789 -2.710 4.066
O 6.758 -2.573 1.566
H 8.877 -3.835 0.633
H 9.675 -1.434 4.990
H 12.332 -3.258 3.458
H 6.217 -2.020 2.170


No. 2
61
Properties=species:S:1:pos:R:3 method="wB97M-V/def2-TZVPD" homo_lumo_gap_ev="9.017 / 6.007" spin_multiplicity=5 energy_ev=-220038.341 e_lumo_ha="-0.4095 / -0.5256" charge=+4 e_above_lowest_kcal_mol=0.0
Os 0.453 -1.648 -0.998
C 1.411 -0.439 2.249
As -0.173 -0.667 1.157
C -1.364 -1.700 2.272
C -1.104 1.051 1.038
C -0.501 2.308 0.368
C -1.632 3.353 0.388
C -0.146 2.076 -1.114
As 1.043 0.642 -1.727
C 0.881 0.864 -3.642
C 2.857 1.220 -1.359
C 0.693 2.838 1.195
As 1.187 4.734 0.948
C 0.142 5.953 2.009
C 3.056 4.967 1.333
H 1.151 0.133 3.139
H 2.204 0.065 1.702
H 1.764 -1.420 2.564
H -1.528 -1.173 3.212
H -0.911 -2.667 2.487
H -2.319 -1.840 1.768
H -1.372 1.286 2.072
H -2.043 0.807 0.534
H -2.531 2.973 -0.096
H -1.341 4.256 -0.156
H -1.898 3.626 1.412
H 0.280 2.991 -1.539
H -1.070 1.899 -1.672
H 1.128 1.892 -3.908
H -0.138 0.645 -3.956
H 1.573 0.197 -4.154
H 2.952 2.274 -1.620
H 3.546 0.656 -1.987
H 3.133 1.065 -0.318
H 1.616 2.283 1.022
H 0.465 2.777 2.264
H -0.895 5.959 1.685
H 0.579 6.945 1.892
H 0.218 5.640 3.053
H 3.658 4.277 0.746
H 3.209 4.793 2.401
H 3.325 5.995 1.094
O 1.641 -2.690 -2.586
H 1.265 -3.128 -3.367
H 2.494 -2.329 -2.869
N 1.739 -4.755 0.068
C 0.445 -4.794 -0.133
N -0.278 -3.703 -0.525
C -1.581 -4.042 -0.656
C -2.618 -3.167 -1.082
C -3.878 -3.664 -1.195
C -4.159 -5.032 -0.883
C -3.159 -5.913 -0.461
C -1.887 -5.414 -0.356
S -0.447 -6.265 0.108
H 2.268 -3.912 -0.100
H 2.255 -5.578 0.357
H -2.398 -2.134 -1.331
H -4.693 -3.036 -1.528
H -5.178 -5.387 -0.985
H -3.387 -6.947 -0.237


No. 3
55
Properties=species:S:1:pos:R:3 method="wB97M-V/def2-TZVPD" homo_lumo_gap_ev=6.221 energy_ev=-120023.067 e_lumo_ha=-0.3086 charge=+2 e_above_lowest_kcal_mol=0.0
Rh -0.116 -1.912 0.097
C 1.926 -1.335 5.368
C 2.089 -1.741 3.936
C 3.259 -2.333 3.466
C 3.385 -2.740 2.141
C 2.292 -2.512 1.347
Br 2.160 -2.961 -0.521
N 1.168 -1.936 1.750
C 1.054 -1.557 3.024
H 2.893 -1.159 5.835
H 1.424 -2.126 5.928
H 1.328 -0.431 5.458
H 4.090 -2.486 4.143
H 4.281 -3.211 1.765
H 0.111 -1.109 3.311
C -0.291 3.730 -3.019
N -0.281 2.312 -2.696
N 0.196 1.834 -1.502
C 0.080 0.483 -1.523
O 0.527 -0.169 -0.480
C -0.511 0.103 -2.726
C -0.722 1.281 -3.429
C -1.319 1.473 -4.776
C 0.856 2.656 -0.535
C 0.117 3.601 0.164
C 0.766 4.400 1.093
C 2.127 4.238 1.318
C 2.848 3.279 0.619
C 2.215 2.478 -0.318
H 0.556 4.212 -2.538
H -1.219 4.196 -2.691
H -0.188 3.826 -4.096
H -0.744 -0.892 -3.050
H -1.546 0.507 -5.218
H -0.631 1.997 -5.440
H -2.241 2.053 -4.717
H -0.946 3.702 -0.009
H 0.207 5.142 1.645
H 2.629 4.866 2.041
H 3.910 3.168 0.788
H 2.765 1.742 -0.888
C -3.786 -2.828 -1.555
C -2.618 -2.559 -0.618
O -1.434 -2.349 -1.302
C -2.366 -3.796 0.294
F -1.036 -3.712 0.817
F -3.151 -3.876 1.347
F -2.395 -4.920 -0.373
C -2.888 -1.297 0.213
F -4.021 -1.266 0.864
F -1.833 -1.185 1.145
F -2.780 -0.212 -0.538
H -3.601 -3.738 -2.120
H -3.881 -1.994 -2.247
H -4.712 -2.937 -0.991


No. 4
55
Properties=species:S:1:pos:R:3 method="wB97M-V/def2-TZVPD" homo_lumo_gap_ev="5.791 / 5.792" energy_ev=-40572.074 e_lumo_ha="-0.1808 / -0.1808" charge=+1
Pd 0.131 -0.209 0.658
C -3.951 -0.912 1.821
C -2.509 -1.150 2.267
C -1.887 0.087 2.947
C -1.594 -1.647 1.165
C -0.440 -2.366 1.549
C 0.299 -3.088 0.606
C 0.001 -3.005 -0.752
C 0.758 -3.851 -1.722
C -1.044 -2.172 -1.150
C -1.854 -1.530 -0.211
H -4.560 -0.694 2.695
H -4.351 -1.805 1.346
H -4.058 -0.081 1.130
H -2.550 -1.950 3.016
H -1.424 0.771 2.212
H -1.121 -0.216 3.662
H -2.649 0.638 3.493
H -0.241 -2.520 2.605
H 1.077 -3.755 0.947
H 0.435 -4.885 -1.618
H 1.824 -3.811 -1.512
H 0.581 -3.543 -2.747
H -1.280 -2.081 -2.204
H -2.744 -1.022 -0.560
S -2.640 3.598 -0.409
C -1.140 3.747 -1.226
C -0.446 2.581 -1.172
N -1.069 1.581 -0.496
C -2.227 1.973 -0.051
H -0.869 4.670 -1.695
H 0.525 2.402 -1.598
H -2.909 1.346 0.489
C 4.376 -3.052 1.066
N 3.901 -1.712 1.272
C 3.366 -1.425 2.572
C 3.207 -1.114 0.163
C 3.099 0.384 0.329
C 4.229 1.177 0.176
C 4.165 2.532 0.446
C 2.979 3.095 0.886
C 1.843 2.307 1.021
C 1.880 0.946 0.728
H 4.948 -3.372 1.934
H 5.031 -3.082 0.194
H 3.552 -3.765 0.911
H 4.106 -1.660 3.336
H 2.453 -2.002 2.783
H 3.124 -0.364 2.635
H 2.150 -1.498 0.091
H 3.732 -1.367 -0.762
H 5.159 0.709 -0.114
H 5.042 3.149 0.326
H 2.937 4.146 1.131
H 0.926 2.765 1.377


No. 5
29
Properties=species:S:1:pos:R:3 method="wB97M-V/def2-TZVPD" homo_lumo_gap_ev=6.021 energy_ev=-122617.603 e_lumo_ha=-0.2087 charge=+1 e_above_lowest_kcal_mol=48.0
Re 0.346 0.807 -2.056
S 1.627 4.307 -3.880
As 0.374 2.988 -4.635
S -1.126 2.272 -2.973
S 2.356 0.725 -2.440
S -0.101 2.269 -6.418
C -2.167 -2.303 -1.452
O -1.552 -1.061 -1.797
C -0.233 -1.015 -1.965
C 0.544 -2.238 -1.908
H -2.133 -2.893 -2.349
H -3.185 -2.144 -1.092
H -1.636 -2.685 -0.550
H 0.632 -2.676 -0.876
H 1.548 -2.087 -2.321
H 0.066 -3.009 -2.524
O -0.340 -0.104 0.830
B 0.304 0.856 0.129
O 0.950 1.780 0.968
C 0.673 1.315 2.216
C 1.152 1.835 3.348
C 0.789 1.156 4.488
C -0.003 0.009 4.511
C -0.430 -0.568 3.291
C -0.081 0.173 2.165
H 1.747 2.764 3.212
H 1.099 1.563 5.444
H -0.205 -0.579 5.399
H -1.015 -1.457 3.234


No. 6
62
Properties=species:S:1:pos:R:3 method="wB97M-V/def2-TZVPD" homo_lumo_gap_ev="7.296 / 7.344" spin_multiplicity=2 energy_ev=-101032.130 e_lumo_ha="0.0910 / 0.0934" charge=-1 e_above_lowest_kcal_mol=25.4
Co 0.037 -0.161 -0.053
C 4.735 -1.293 0.768
C 4.089 -1.498 -0.573
C 4.904 -1.794 -1.662
C 4.411 -1.860 -2.953
C 3.075 -1.560 -3.168
C 2.228 -1.272 -2.108
C 0.797 -0.913 -2.428
C 2.706 -1.320 -0.784
N 1.798 -1.036 0.254
C 1.813 -1.684 1.446
O 2.463 -2.649 1.822
C 0.878 -0.972 2.413
C 0.993 -0.960 3.789
C 0.218 -0.047 4.500
C -0.588 0.870 3.831
C -0.646 0.790 2.453
N 0.009 -0.169 1.821
C -1.172 1.864 1.516
O -1.815 2.805 1.964
N -0.709 1.659 0.263
C -0.804 2.731 -0.672
C -2.012 3.116 -1.260
C -3.296 2.426 -0.902
C -2.005 4.167 -2.174
C -0.830 4.823 -2.506
C 0.362 4.427 -1.921
C 0.390 3.384 -1.003
C 1.684 2.965 -0.356
H 5.794 -1.063 0.635
H 4.633 -2.170 1.404
H 4.265 -0.463 1.301
H 5.963 -1.949 -1.484
H 5.064 -2.094 -3.784
H 2.679 -1.535 -4.178
H 0.706 -0.536 -3.446
H 0.429 -0.060 -1.823
H 0.111 -1.747 -2.287
H 1.698 -1.626 4.267
H 0.285 -0.013 5.580
H -1.133 1.654 4.338
H -3.218 1.349 -1.039
H -4.115 2.795 -1.521
H -3.543 2.599 0.147
H -2.942 4.471 -2.627
H -0.844 5.640 -3.217
H 1.288 4.934 -2.173
H 2.521 3.524 -0.776
H 1.880 1.898 -0.490
H 1.657 3.140 0.722
F -6.591 -3.294 1.299
C -5.293 -3.133 0.994
C -4.754 -1.871 0.843
F -5.537 -0.793 0.999
C -3.415 -1.724 0.533
F -2.972 -0.461 0.416
C -2.538 -2.790 0.357
S -0.838 -2.636 -0.008
C -3.129 -4.046 0.522
F -2.390 -5.156 0.377
C -4.465 -4.225 0.830
F -4.970 -5.462 0.975


No. 7
31
Properties=species:S:1:pos:R:3 method="wB97M-V/def2-TZVPD" homo_lumo_gap_ev="10.168 / 4.603" spin_multiplicity=2 energy_ev=-15659.400 e_lumo_ha="-0.1123 / -0.2998" charge=+1 e_above_lowest_kcal_mol=24.3
C 0.790 -1.839 0.428
N 0.255 -1.146 -0.744
C -1.120 -1.414 -1.010
N -2.024 -0.322 -0.723
C 1.903 -1.009 1.071
C 1.196 0.084 1.890
C 0.782 1.315 1.147
C -0.089 2.218 1.619
H 1.197 -2.772 0.042
H 0.016 -2.030 1.187
H 0.424 -0.140 -0.607
H -1.571 -2.278 -0.497
H -1.080 -1.675 -2.097
H -1.529 0.547 -0.515
H -2.699 -0.136 -1.454
H 2.360 -1.699 1.816
H 2.631 -0.612 0.370
H 0.342 -0.366 2.408
H 1.957 0.438 2.581
H 1.373 1.619 0.252
H -0.599 2.193 2.568
H -0.230 3.116 1.016
H -0.439 2.527 -2.273
H 0.505 1.303 -2.059
O -0.009 1.998 -1.590
H -2.501 -0.405 1.549
H -1.936 -1.353 2.641
O -2.207 -0.450 2.467
H 1.337 -0.422 -3.077
H 0.301 0.407 -3.797
O 1.220 0.447 -3.482


No. 8
18
Properties=species:S:1:pos:R:3 method="wB97M-V/def2-TZVPD" homo_lumo_gap_ev=11.705 smiles=CCC1CCC1 energy_ev=-6415.918 e_lumo_ha=0.0473 e_above_lowest_kcal_mol=23.6
C 2.169 -0.728 -0.645
C 1.115 -0.725 0.456
C -0.240 -0.326 -0.070
C -1.422 -0.209 0.897
C -1.928 0.966 0.047
C -0.476 1.143 -0.488
H 1.891 -1.426 -1.445
H 2.265 0.267 -1.098
H 3.148 -1.022 -0.258
H 1.046 -1.714 0.929
H 1.391 -0.011 1.245
H -0.545 -0.979 -0.901
H -2.014 -1.107 1.099
H -1.071 0.196 1.855
H -2.450 1.765 0.578
H -2.476 0.716 -0.868
H 0.118 1.862 0.088
H -0.340 1.350 -1.555